{
  "formula": "C19H20BeN7S",
  "method": "ωB97M-V/def2-TZVPD",
  "e_homo_ev": -9.882,
  "charge": 1,
  "e_above_lowest_kcal_mol": 0.00,
  "lumo_energy_ev": -3.5,
  "elements": ["Be", "N", "C", "N", "C", "N", "C", "C", "N", "C", "C", "N", "H", "H", "H", "H", "H", "C", "C", "C", "C", "C", "C", "C", "C", "C", "C", "H", "H", "H", "H", "H", "H", "H", "C", "N", "C", "S", "N", "C", "H", "H", "H", "H", "H", "H", "H", "H"],
  "positions_angstrom": [[0.00276, -0.43086, -0.06829], [0.11059, -0.24346, -4.03727], [0.54334, 0.33761, -2.90674], [0.14004, -0.39011, -1.83153], [-0.52871, -1.43865, -2.44097], [-0.61615, -1.40505, -3.75092], [-1.12870, -2.35337, -1.47932], [-1.82598, -3.51651, -1.78250], [-2.20840, -4.32696, -0.81752], [-2.02193, -3.97253, 0.45216], [-1.38841, -2.79716, 0.77438], [-0.92598, -1.98881, -0.20216], [0.30366, -0.00538, -5.02461], [1.05271, 1.28392, -2.91868], [-2.01714, -3.83276, -2.79374], [-2.32586, -4.71665, 1.19146], [-1.27030, -2.47789, 1.80046], [-4.09410, 3.22934, -1.21826], [-3.47232, 2.21023, -1.94534], [-2.45835, 1.46123, -1.39112], [-2.03046, 1.64358, -0.03377], [-0.99168, 0.86453, 0.54770], [-0.68801, 1.12277, 1.85247], [-1.35989, 2.06535, 2.64759], [-2.35312, 2.82521, 2.09546], [-2.72175, 2.65107, 0.73561], [-3.70439, 3.44161, 0.11707], [-4.89380, 3.81165, -1.64362], [-3.79209, 2.03441, -2.96644], [-2.01437, 0.68183, -2.00070], [0.14530, 0.61962, 2.29858], [-1.07555, 2.17744, 3.68038], [-2.89317, 3.59025, 2.64822], [-4.18717, 4.22752, 0.69296], [3.81490, -2.01824, 2.96708], [4.11111, -0.91588, 2.09391], [3.26182, -0.52055, 1.13518], [1.69774, -1.23994, 0.93432], [3.66368, 0.42210, 0.28858], [4.99064, 1.00714, 0.21269], [4.69484, -2.27982, 3.60682], [3.50341, -2.91990, 2.40780], [2.96668, -1.77968, 3.61947], [4.98886, -0.40830, 2.20978], [2.94218, 0.78470, -0.32785], [5.72871, 0.24523, -0.11018], [5.34534, 1.39540, 1.19005], [4.97948, 1.84473, -0.50861]]
}


{
  "formula": "CHCl2O2P",
  "method": "ωB97M-V/def2-TZVPD",
  "smiles": "O=CCl.O=PCl",
  "e_homo_ev": -10.957,
  "charge": 0,
  "e_above_lowest_kcal_mol": 0.81,
  "lumo_energy_ev": -1.2,
  "elements": ["C", "O", "O", "P", "Cl", "Cl", "H"],
  "positions_angstrom": [[-1.32704, 0.12431, -0.61248], [0.63359, -0.61628, 1.63288], [-1.67645, -0.95989, -0.99668], [1.77185, 0.28329, 1.37841], [0.04705, 1.06120, -1.11153], [2.63997, -0.55140, -0.27320], [-2.08896, 0.65876, -0.01740]]
}


{
  "formula": "C3H9NO2",
  "method": "ωB97M-V/def2-TZVPD",
  "smiles": "CC(=O)O.CN",
  "e_homo_ev": -8.480,
  "charge": 0,
  "e_above_lowest_kcal_mol": 25.08,
  "lumo_energy_ev": 0.7,
  "elements": ["C", "N", "H", "H", "H", "H", "H", "H", "C", "C", "O", "O", "H", "H", "H"],
  "positions_angstrom": [[-0.41142, 0.98833, -2.37652], [-1.49122, 1.24665, -1.45981], [0.26127, 1.07826, 1.71085], [-1.66598, 2.14406, -1.04814], [-1.87388, 0.51876, -0.88694], [0.56894, 1.03273, -1.88950], [-0.44638, 1.67290, -3.22677], [-0.53415, -0.01569, -2.77386], [1.47364, -1.66102, 0.85983], [0.39291, -0.67232, 1.11343], [0.81737, 0.63063, 1.05943], [-0.74549, -0.93731, 1.38593], [1.36736, -2.05863, -0.14892], [1.37102, -2.44321, 1.58241], [2.47885, -1.30071, 1.03529]]
}


> Which formula does entry 3 have?

C3H9NO2